Entry 1:
Molecular formula: C30H75BrF2NO10P2
Method: DFT, the ωB97M-V functional and the def2-TZVPD basis

The total charge is -1. Its gap between HOMO and LUMO is 6.6 eV. The energy comes out at -5451.502900 Ha. The HOMO energy is -0.167 Ha. The value obtained for the LUMO energy is 2.1 eV.

Each line ends with the Löwdin charge.
CARTESIAN COORDINATES (ANGSTROEM)
O  -1.15  0.27  -0.93  0.050
C  -1.73  1.01  -1.78  -0.398
F  -1.78  0.63  -3.15  0.032
N  -2.33  2.33  -1.39  -0.132
P  -0.93  3.48  -1.39  0.194
P  0.85  4.82  -1.33  0.296
O  1.80  4.22  -0.02  -0.511
Br  2.13  4.54  -3.19  0.052
C  -2.89  2.08  -0.07  -0.410
O  -2.58  2.62  1.01  0.071
F  -3.90  1.04  0.00  -0.003
H  -1.50  4.19  -2.53  -0.037
H  -0.20  2.66  -2.33  -0.051
H  -0.34  2.76  -0.29  -0.029
H  -1.59  4.44  -0.54  -0.036
H  1.80  3.23  -0.09  0.036
C  -6.53  0.22  1.23  -0.077
C  -6.97  1.50  1.92  -0.267
O  -8.35  1.79  1.75  -0.163
C  -9.26  0.82  2.25  -0.283
C  -9.13  0.58  3.74  -0.081
H  -6.74  0.26  0.16  0.087
H  -5.45  0.07  1.37  0.045
H  -7.04  -0.66  1.64  0.066
H  -6.42  2.34  1.48  0.120
H  -6.71  1.49  2.98  0.106
H  -9.16  -0.11  1.68  0.104
H  -10.26  1.20  2.04  0.115
H  -8.14  0.19  4.00  0.059
H  -9.87  -0.15  4.07  0.071
H  -9.27  1.51  4.29  0.081
C  3.85  -2.07  -4.05  -0.078
C  3.43  -0.78  -3.37  -0.278
O  2.05  -0.48  -3.53  -0.149
C  1.13  -1.44  -3.01  -0.270
C  1.28  -1.67  -1.52  -0.082
H  3.62  -2.03  -5.12  0.087
H  4.93  -2.23  -3.93  0.054
H  3.34  -2.94  -3.64  0.065
H  3.98  0.05  -3.82  0.117
H  3.69  -0.79  -2.31  0.105
H  1.22  -2.38  -3.57  0.103
H  0.13  -1.05  -3.21  0.103
H  2.26  -2.07  -1.26  0.062
H  0.53  -2.39  -1.17  0.073
H  1.15  -0.74  -0.97  0.071
C  8.04  -4.18  -8.78  -0.084
C  7.45  -2.93  -8.14  -0.279
O  6.48  -3.21  -7.14  -0.159
C  6.91  -3.98  -6.03  -0.276
C  8.04  -3.33  -5.25  -0.080
H  7.25  -4.79  -9.23  0.082
H  8.76  -3.91  -9.56  0.076
H  8.56  -4.81  -8.05  0.063
H  6.95  -2.34  -8.91  0.119
H  8.24  -2.30  -7.73  0.105
H  7.19  -4.99  -6.35  0.105
H  6.05  -4.09  -5.37  0.111
H  8.94  -3.20  -5.86  0.066
H  8.31  -3.94  -4.38  0.079
H  7.74  -2.33  -4.90  0.067
C  -7.92  -4.37  5.14  -0.077
C  -8.36  -3.09  5.83  -0.273
O  -9.74  -2.80  5.66  -0.169
C  -10.65  -3.77  6.16  -0.282
C  -10.52  -4.02  7.65  -0.085
H  -8.14  -4.32  4.07  0.085
H  -6.84  -4.52  5.27  0.075
H  -8.43  -5.25  5.54  0.063
H  -7.81  -2.25  5.40  0.114
H  -8.10  -3.11  6.90  0.105
H  -10.56  -4.70  5.59  0.105
H  -11.66  -3.39  5.95  0.118
H  -9.54  -4.41  7.92  0.064
H  -11.27  -4.74  7.98  0.075
H  -10.67  -3.09  8.21  0.082
C  8.26  2.27  -0.92  -0.083
C  6.95  1.54  -0.68  -0.274
O  6.33  1.07  -1.87  -0.157
C  7.07  0.14  -2.64  -0.279
C  7.42  -1.13  -1.89  -0.076
H  8.11  3.12  -1.60  0.084
H  8.67  2.64  0.02  0.075
H  9.01  1.62  -1.38  0.061
H  6.24  2.24  -0.21  0.121
H  7.08  0.72  0.03  0.104
H  7.97  0.62  -3.04  0.107
H  6.45  -0.11  -3.50  0.104
H  8.05  -0.94  -1.02  0.066
H  7.96  -1.82  -2.55  0.057
H  6.51  -1.62  -1.53  0.082
C  3.48  6.01  1.85  -0.089
C  3.90  7.11  0.89  -0.273
O  3.04  8.24  0.91  -0.160
C  2.90  8.92  2.15  -0.285
C  4.22  9.47  2.68  -0.091
H  2.46  5.68  1.62  0.058
H  4.16  5.16  1.77  0.076
H  3.48  6.35  2.89  0.061
H  3.89  6.72  -0.13  0.117
H  4.94  7.43  1.09  0.099
H  2.42  8.27  2.88  0.105
H  2.22  9.75  1.97  0.116
H  4.94  8.68  2.88  0.062
H  4.05  10.01  3.62  0.072
H  4.67  10.15  1.96  0.078
C  -2.32  -2.14  0.90  -0.075
C  -3.14  -1.94  2.17  -0.266
O  -4.17  -2.90  2.34  -0.167
C  -3.76  -4.26  2.42  -0.286
C  -2.83  -4.54  3.59  -0.085
H  -2.97  -2.11  0.02  0.089
H  -1.57  -1.36  0.81  0.065
H  -1.81  -3.10  0.90  0.063
H  -3.63  -0.96  2.12  0.101
H  -2.49  -1.92  3.05  0.107
H  -3.32  -4.58  1.48  0.105
H  -4.68  -4.85  2.56  0.113
H  -1.89  -3.98  3.50  0.065
H  -2.58  -5.60  3.63  0.073
H  -3.29  -4.26  4.53  0.077

***

Entry 2:
Molecular formula: C26H21NO5
Method: DFT, the ωB97M-V functional and the def2-TZVPD basis

Its gap between HOMO and LUMO is 3.1 eV. The energy comes out at -1434.096705 Ha. The energy above the lowest of the compared OMol25 structures with the same formula, charge and spin comes out at 6.4 kcal per mole. The HOMO energy is -0.215 Ha. The value obtained for the LUMO energy is -2.8 eV.

Each line ends with the Löwdin charge.
CARTESIAN COORDINATES (ANGSTROEM)
C  6.42  3.48  -0.97  -0.042
O  6.32  2.18  -1.60  -0.065
C  5.20  1.43  -1.43  -0.226
C  5.11  0.26  -2.23  0.015
C  3.96  -0.48  -2.22  -0.001
C  2.86  -0.13  -1.39  -0.186
C  1.67  -0.89  -1.49  0.108
C  0.36  -0.52  -1.13  -0.189
C  -0.61  -1.57  -1.09  0.021
C  -1.90  -1.34  -0.70  0.040
C  -2.29  -0.03  -0.36  -0.190
O  -3.62  0.14  0.01  0.017
C  -4.41  0.94  -0.81  -0.243
C  -5.29  0.32  -1.70  0.001
C  -5.99  1.11  -2.61  -0.076
C  -5.85  2.50  -2.60  -0.088
C  -5.00  3.10  -1.68  -0.072
C  -4.27  2.33  -0.77  -0.017
C  -1.38  1.04  -0.40  0.038
C  -0.08  0.80  -0.81  0.033
C  3.02  0.96  -0.49  0.019
C  4.14  1.77  -0.55  0.022
H  7.42  3.84  -1.24  0.097
H  5.66  4.17  -1.35  0.102
H  6.35  3.40  0.13  0.098
H  5.95  0.01  -2.87  0.128
H  3.85  -1.33  -2.89  0.126
H  1.77  -1.89  -1.92  0.136
H  -0.28  -2.58  -1.34  0.130
H  -2.63  -2.14  -0.62  0.137
H  -5.40  -0.77  -1.67  0.123
H  -6.66  0.63  -3.32  0.107
H  -6.41  3.11  -3.31  0.104
H  -4.90  4.18  -1.64  0.107
H  -3.59  2.77  -0.04  0.112
H  -1.71  2.02  -0.07  0.116
H  0.62  1.64  -0.87  0.117
H  2.27  1.13  0.28  0.115
H  4.21  2.67  0.07  0.116
O  1.45  -5.29  3.66  0.031
N  0.29  -4.92  3.94  -0.327
O  -0.58  -5.70  4.39  0.025
C  -0.08  -3.54  3.74  -0.210
C  -1.41  -3.17  4.03  -0.065
C  -1.80  -1.84  3.81  -0.124
C  -0.91  -0.92  3.30  -0.047
C  0.44  -1.30  2.83  -0.476
O  1.14  -0.56  2.11  -0.117
C  0.84  -2.64  3.23  0.038
H  -2.09  -3.93  4.41  0.095
H  -2.83  -1.55  4.05  0.095
H  -1.19  0.12  3.16  0.088
H  1.86  -2.98  3.04  0.104

***

Entry 3:
Molecular formula: C47H44BrF2IN7NaO5
Method: DFT, the ωB97M-V functional and the def2-TZVPD basis

The total charge is -2. Its gap between HOMO and LUMO is 5.3 eV. The energy comes out at -5810.745696 Ha. The energy above the lowest of the compared OMol25 structures with the same formula, charge and spin comes out at 5.5 kcal per mole. The HOMO energy is -0.063 Ha. The value obtained for the LUMO energy is 3.6 eV.

Each line ends with the Löwdin charge.
CARTESIAN COORDINATES (ANGSTROEM)
Na  -0.23  -0.60  0.66  0.336
C  5.17  -4.32  0.50  -0.066
C  4.06  -3.44  1.16  -0.375
C  3.98  -3.73  2.60  -0.098
C  4.32  -1.96  0.85  -0.121
C  5.51  -1.35  1.35  -0.067
C  5.80  -0.04  1.14  -0.130
C  4.87  0.79  0.45  -0.058
C  3.66  0.28  0.11  -0.134
C  2.63  1.07  -0.68  -0.378
C  2.89  2.60  -0.56  -0.074
C  2.59  0.71  -2.11  -0.086
C  3.30  -1.13  0.30  -0.174
N  2.03  -1.60  -0.05  0.082
C  2.03  -2.59  -0.95  -0.289
C  3.10  -3.06  -1.82  -0.039
C  3.00  -4.21  -2.62  -0.131
C  1.78  -4.84  -2.81  -0.152
C  0.75  -4.34  -2.08  -0.076
C  0.84  -3.24  -1.27  -0.211
F  -0.33  -2.81  -0.67  0.016
H  4.70  -5.26  0.11  0.081
H  5.99  -4.44  1.20  0.066
H  5.51  -3.85  -0.42  0.059
H  3.11  -3.78  0.76  0.118
H  4.82  -3.45  3.20  0.056
H  3.82  -4.77  2.82  0.069
H  3.12  -3.23  3.13  0.086
H  6.25  -1.92  1.86  0.095
H  6.78  0.31  1.37  0.078
H  5.18  1.86  0.28  0.117
H  1.65  0.98  -0.22  0.096
H  3.72  2.91  -1.13  0.044
H  2.82  2.81  0.53  0.102
H  2.06  3.12  -1.03  0.061
H  3.58  0.81  -2.68  0.111
H  1.96  1.30  -2.77  0.065
H  2.24  -0.21  -2.48  0.044
H  4.03  -2.55  -1.81  0.095
H  3.91  -4.49  -3.14  0.085
H  1.70  -5.61  -3.58  0.079
H  -0.25  -4.68  -2.30  0.101
C  -2.95  5.70  1.59  -0.041
C  -4.05  4.74  1.28  -0.350
C  -4.59  5.10  -0.01  -0.151
C  -5.87  4.21  -0.30  -0.130
C  -5.58  2.78  -0.12  -0.158
C  -6.42  1.85  -0.72  0.024
C  -6.10  0.51  -0.57  -0.247
F  -6.93  -0.41  -1.24  -0.007
C  -4.94  0.11  0.05  0.050
C  -4.09  1.05  0.64  -0.044
C  -2.78  0.65  1.27  -0.330
O  -2.40  -0.50  1.07  0.015
C  -2.28  1.55  2.26  -0.028
C  -2.76  2.80  2.19  0.016
N  -3.61  3.28  1.21  0.034
C  -4.38  2.38  0.50  -0.113
C  -1.04  1.25  3.24  -0.637
O  -0.97  1.88  4.31  -0.037
O  -0.23  0.45  2.73  -0.143
H  -3.43  6.70  1.68  0.099
H  -2.32  5.73  0.74  0.078
H  -2.44  5.38  2.44  0.049
H  -4.79  4.66  2.13  0.173
H  -3.86  4.95  -0.79  0.107
H  -4.93  6.16  0.03  0.130
H  -6.13  4.44  -1.30  0.096
H  -6.77  4.48  0.30  0.130
H  -7.23  2.21  -1.40  0.139
H  -4.71  -0.95  0.20  0.144
H  -2.30  3.56  2.83  0.128
O  -6.53  -1.09  -5.48  -0.044
C  -5.63  -2.09  -5.10  -0.288
N  -5.82  -2.59  -3.77  0.084
C  -4.95  -2.51  -2.74  -0.453
O  -4.91  -3.22  -1.76  0.071
C  -3.80  -1.47  -2.82  -0.131
C  -3.91  -0.10  -2.86  -0.033
C  -2.74  0.65  -2.99  -0.039
C  -1.49  0.04  -3.04  -0.123
N  -1.40  -1.28  -2.89  0.084
C  -2.50  -1.99  -2.72  -0.090
H  -6.27  -0.26  -5.00  0.109
H  -4.58  -1.68  -5.08  0.142
H  -5.70  -2.96  -5.69  0.112
H  -6.55  -3.34  -3.73  0.168
H  -4.80  0.49  -2.77  0.096
H  -2.76  1.72  -3.02  0.077
H  -0.48  0.51  -3.13  0.114
H  -2.38  -3.11  -2.66  0.132
N  -0.76  1.69  -0.61  0.203
C  -1.19  2.66  -1.08  -0.365
N  -1.72  3.80  -1.47  0.030
C  -1.49  4.17  -2.71  -0.473
N  -1.46  4.44  -3.84  0.046
Br  3.32  -2.53  6.52  0.681
C  4.62  -1.36  5.77  -0.728
C  5.98  -1.60  6.12  -0.162
C  6.94  -0.84  5.61  -0.109
C  6.62  0.23  4.74  -0.089
C  5.32  0.50  4.50  -0.208
C  4.34  -0.29  4.95  -0.764
I  2.40  0.01  4.28  1.089
H  6.17  -2.42  6.76  0.076
H  7.92  -1.06  5.98  0.091
H  7.48  0.85  4.42  0.114
H  5.13  1.31  3.81  0.102

***

Entry 4:
Molecular formula: C6H4O12Zr
Method: DFT, the ωB97M-V functional and the def2-TZVPD basis

The total charge is -2. Its gap between HOMO and LUMO is 5.5 eV. The energy comes out at -1181.018007 Ha. The energy above the lowest of the compared OMol25 structures with the same formula, charge and spin comes out at 0.0 kcal per mole. The HOMO energy is -0.046 Ha. The value obtained for the LUMO energy is 4.3 eV.

Each line ends with the Löwdin charge.
CARTESIAN COORDINATES (ANGSTROEM)
Zr  -1.08  -1.18  -1.29  1.982
C  -1.06  -3.65  -0.11  -0.898
O  -1.61  -3.25  -1.22  -0.212
O  -0.44  -2.61  0.40  -0.210
O  -1.11  -4.79  0.37  -0.045
C  -3.30  -0.01  -1.21  -0.570
O  -3.06  -1.01  -0.26  -0.276
O  -2.24  0.80  -0.94  -0.267
O  -2.96  -0.52  -2.37  -0.200
C  0.64  -0.91  -3.00  -0.670
O  -0.50  -1.35  -3.48  -0.186
O  1.09  -1.68  -2.01  -0.204
O  0.33  0.23  -2.32  -0.263
C  1.97  2.75  1.36  -0.157
C  1.75  2.07  2.71  -0.139
O  1.21  0.83  2.32  0.079
C  0.75  0.89  1.04  -0.488
O  0.05  0.11  0.53  0.149
O  1.07  2.10  0.49  0.086
H  3.02  2.71  1.03  0.124
H  1.74  3.82  1.40  0.121
H  1.10  2.76  3.26  0.122
H  2.65  1.89  3.30  0.122

***

Entry 5:
Molecular formula: CHIP2
Method: DFT, the ωB97M-V functional and the def2-TZVPD basis

Its gap between HOMO and LUMO (spin up / spin down) is 6.4 / 6.6 eV. The energy comes out at -1018.980809 Ha. The energy above the lowest of the compared OMol25 structures with the same formula, charge and spin comes out at 53.8 kcal per mole. The HOMO energy (spin up / spin down) is -0.302 / -0.318 Ha. The value obtained for the LUMO energy (spin up / spin down) is -1.8 / -2.0 eV.

Each line ends with the Löwdin charge.
CARTESIAN COORDINATES (ANGSTROEM)
C  0.22  0.54  -0.02  -1.209
P  -0.70  -0.80  -0.65  0.280
P  -0.21  -2.41  0.67  0.238
I  -0.02  2.35  -0.90  0.758
H  0.71  0.32  0.91  -0.066

***

Entry 6:
Molecular formula: C6H9NO
Method: DFT, the ωB97M-V functional and the def2-TZVPD basis

Its gap between HOMO and LUMO is 8.5 eV. The energy comes out at -363.846078 Ha. The SMILES is C[C@@H]1CO1.C=CC#N. The energy above the lowest of the compared OMol25 structures with the same formula, charge and spin comes out at 111.8 kcal per mole. The HOMO energy is -0.299 Ha. The value obtained for the LUMO energy is 0.3 eV.

Each line ends with the Löwdin charge.
CARTESIAN COORDINATES (ANGSTROEM)
C  1.22  0.23  -1.00  -0.231
C  1.62  -0.05  0.78  -0.065
C  2.31  1.09  -1.54  -0.091
O  1.41  -0.91  -0.28  -0.120
H  0.26  0.24  -1.51  0.116
H  0.83  0.51  1.26  0.054
H  2.56  -0.14  1.31  0.082
H  2.11  2.15  -1.35  0.080
H  3.26  0.83  -1.07  0.081
H  2.38  0.97  -2.62  0.070
C  -2.11  -0.84  0.90  -0.168
C  -3.28  -1.46  1.02  0.044
C  -2.01  0.54  0.55  -0.252
N  -1.82  1.58  0.11  0.162
H  -1.18  -1.33  1.18  0.100
H  -3.34  -2.43  1.51  0.066
H  -4.20  -0.97  0.73  0.072